{
  "formula": "C47H99InN5O7",
  "method": "ωB97M-V/def2-TZVPD",
  "gap_ev": 3.404,
  "e_tot_ev": -77283.2185,
  "largest_force_ha_per_bohr": 0.121,
  "total_charge": 1,
  "relative_energy_kj_mol": 0.00,
  "species": ["In", "O", "C", "C", "O", "H", "H", "H", "H", "C", "C", "C", "C", "C", "C", "N", "O", "C", "C", "C", "H", "H", "H", "H", "H", "H", "H", "H", "H", "H", "H", "H", "H", "H", "H", "H", "H", "H", "H", "C", "C", "C", "C", "C", "C", "N", "O", "C", "C", "C", "H", "H", "H", "H", "H", "H", "H", "H", "H", "H", "H", "H", "H", "H", "H", "H", "H", "H", "H", "C", "C", "C", "C", "C", "C", "N", "O", "C", "C", "C", "H", "H", "H", "H", "H", "H", "H", "H", "H", "H", "H", "H", "H", "H", "H", "H", "H", "H", "H", "C", "C", "C", "C", "C", "C", "N", "O", "C", "C", "C", "H", "H", "H", "H", "H", "H", "H", "H", "H", "H", "H", "H", "H", "H", "H", "H", "H", "H", "H", "C", "C", "C", "C", "C", "C", "N", "O", "C", "C", "C", "H", "H", "H", "H", "H", "H", "H", "H", "H", "H", "H", "H", "H", "H", "H", "H", "H", "H", "H"],
  "xyz": [[16.16059, 5.90018, -10.79158], [18.60378, 6.99306, -9.93119], [19.07131, 8.05516, -10.41911], [18.45237, 8.51491, -11.92291], [17.31168, 8.15292, -12.25937], [20.16357, 7.99713, -10.54090], [18.92849, 8.92984, -9.75338], [19.19382, 8.14664, -12.66231], [18.54641, 9.61088, -12.01122], [17.63953, 12.39296, -13.16932], [16.96874, 12.53891, -14.55591], [17.59364, 13.61674, -15.43559], [18.92442, 13.23641, -16.02744], [18.77465, 11.96371, -16.87139], [17.97746, 10.85921, -16.16267], [16.87846, 11.30587, -15.29250], [16.20018, 10.26452, -14.66477], [17.48576, 9.88680, -17.23853], [19.01249, 10.08386, -15.28700], [15.57734, 13.10506, -14.20635], [17.20732, 11.52246, -12.65908], [17.46173, 13.18627, -12.44183], [18.72444, 12.25757, -13.20130], [16.81744, 13.84363, -16.17318], [17.70248, 14.56419, -14.90105], [19.65026, 13.13257, -15.21370], [19.30659, 14.05347, -16.64249], [19.79462, 11.68382, -17.13046], [18.20958, 12.25483, -17.76031], [18.29985, 9.64622, -17.92054], [17.08470, 8.97482, -16.79619], [16.67304, 10.36004, -17.79233], [19.52696, 10.75847, -14.59639], [18.54017, 9.30042, -14.69226], [19.80414, 9.72925, -15.94747], [15.68042, 14.02291, -13.61832], [14.96630, 12.41331, -13.63067], [15.00945, 13.52655, -15.04034], [16.83096, 9.78132, -14.10398], [20.70047, 7.31351, -4.68494], [20.30707, 7.20701, -6.17793], [20.37957, 8.59210, -6.79722], [21.78215, 9.07316, -7.05622], [22.69448, 7.99976, -7.73258], [22.59709, 6.60824, -7.05320], [21.17491, 6.25717, -6.87931], [20.98272, 4.94565, -6.40776], [23.19421, 5.66059, -8.09355], [23.50383, 6.63635, -5.79726], [18.82205, 6.84612, -6.27226], [21.20629, 6.46625, -4.22198], [19.83239, 7.40416, -4.02169], [21.21480, 8.25214, -4.47679], [19.98075, 8.48776, -7.81683], [19.77933, 9.30766, -6.23549], [22.27814, 9.30127, -6.09983], [21.92807, 10.03549, -7.54838], [23.64455, 8.48608, -7.52002], [22.35176, 8.02404, -8.76849], [23.29194, 4.65585, -7.67736], [22.60040, 5.64348, -9.00603], [24.20900, 5.96246, -8.36078], [24.54012, 6.90577, -5.98697], [23.10731, 7.36325, -5.09381], [23.47434, 5.65903, -5.30821], [18.21790, 7.32489, -5.49950], [18.66572, 5.77651, -6.12677], [18.37188, 7.19338, -7.20514], [21.36210, 4.95076, -5.51402], [19.73182, 5.86711, -14.61977], [20.16646, 5.60496, -16.07923], [21.23388, 6.64330, -16.43290], [22.12652, 6.24655, -17.61862], [22.66241, 4.83770, -17.44587], [21.56384, 3.77393, -17.16316], [20.74104, 4.25980, -16.06317], [19.75842, 3.28485, -15.74031], [20.82156, 3.56648, -18.49049], [22.27985, 2.49530, -16.72649], [19.00333, 5.75298, -17.06588], [19.44354, 6.90491, -14.44927], [20.50772, 5.54590, -13.92467], [18.86862, 5.20960, -14.47991], [20.76915, 7.61503, -16.61071], [21.84800, 6.77480, -15.53525], [22.93975, 6.97885, -17.59874], [21.65532, 6.45420, -18.58252], [23.30571, 4.88014, -16.55794], [23.30838, 4.46463, -18.24012], [20.57058, 4.51423, -18.95854], [21.38972, 2.95736, -19.19440], [19.91380, 2.98873, -18.29701], [21.62948, 1.64474, -16.54305], [23.06192, 2.23274, -17.44206], [22.85992, 2.73567, -15.83064], [18.22201, 6.42856, -16.70265], [18.42622, 4.82620, -17.11560], [19.37373, 6.04557, -18.04336], [19.88319, 3.19077, -14.79120], [15.68142, 8.59457, -8.18053], [14.52599, 9.36230, -8.85340], [15.04040, 10.80503, -8.97466], [14.27602, 11.62790, -9.98599], [14.22612, 10.83271, -11.32461], [13.47320, 9.50712, -11.19720], [14.17581, 8.74955, -10.14243], [13.72980, 7.43514, -9.96147], [11.99308, 9.84087, -10.99826], [13.69476, 8.79489, -12.53346], [13.39908, 9.32128, -7.78589], [15.49454, 7.52756, -8.02178], [15.90605, 9.02796, -7.20617], [16.62890, 8.61927, -8.73330], [14.75456, 11.31614, -8.04401], [16.10363, 11.05006, -8.97694], [14.77009, 12.55862, -10.27228], [13.28540, 11.91803, -9.63568], [15.26695, 10.60385, -11.57535], [13.86772, 11.59278, -12.01673], [11.54129, 10.13649, -11.94136], [11.46188, 8.96022, -10.61523], [11.77550, 10.59291, -10.24102], [13.36191, 7.75358, -12.45826], [13.05041, 9.16271, -13.33442], [14.71024, 8.85638, -12.92001], [13.05446, 8.30977, -7.57754], [12.63814, 10.00898, -8.16221], [13.78377, 9.75146, -6.86505], [12.92482, 7.48212, -9.42293], [20.46812, 11.84206, -9.50093], [21.83875, 12.20157, -10.09498], [21.50040, 12.79779, -11.47997], [22.63448, 13.54052, -12.16707], [23.13941, 14.65487, -11.27379], [23.48732, 14.17912, -9.86298], [22.46036, 13.28322, -9.35104], [22.73131, 12.89022, -8.00474], [24.87339, 13.49669, -9.89369], [23.51060, 15.46871, -9.04037], [22.69869, 10.94002, -10.28753], [19.94711, 11.06845, -10.07091], [19.80520, 12.69306, -9.34066], [20.58059, 11.41912, -8.49687], [21.41706, 11.94501, -12.17177], [20.53756, 13.30488, -11.51577], [22.36074, 13.87289, -13.17641], [23.49230, 12.95904, -12.53243], [22.41314, 15.47592, -11.33395], [23.97658, 15.23053, -11.68478], [25.13866, 12.86200, -9.04765], [24.97955, 12.85285, -10.76686], [25.61167, 14.30094, -9.89976], [24.35617, 16.10690, -9.29644], [22.59206, 16.04620, -8.96436], [23.74903, 15.15987, -8.01420], [23.49771, 11.05719, -11.01846], [22.09974, 10.09266, -10.63527], [23.12580, 10.62965, -9.33264], [22.13093, 13.47564, -7.53214]]
}